No. 1
Entry from OMol25: 2 unconnected molecules or ions with the total composition C4H13N2OS (the ωB97M-V functional and the def2-TZVPD basis).

The geometry in ORCA input format:
```
! RIJCOSX wB97M-V def2-TZVPD def2/J DEFGRID3
* xyz -1 1
C 2.11178 -1.24485 -0.02900
C 0.78204 -0.28349 -0.04838
C 1.30404 1.10588 -0.41795
S 0.37972 2.62125 0.18470
N -0.20501 -0.61761 -1.02788
C -1.16728 -1.68338 -0.58717
N -0.64694 -2.92072 0.04422
H 2.27937 -1.52251 -1.07117
H 1.82415 -2.15243 0.55394
H 3.01884 -0.91277 0.46448
H 0.54875 -0.35930 1.02457
H 2.38496 1.23471 -0.34716
H 1.22478 1.13422 -1.51318
H 0.04411 -0.69782 -2.00218
H -1.69507 -1.20925 0.22422
H -1.94049 -1.96834 -1.30345
H -0.70456 -2.98540 1.03978
H 0.17838 -3.21938 -0.43953
H -3.18916 1.20065 1.06812
H -1.73754 1.08182 1.29472
O -2.56312 0.58629 1.47237
*
```

Atom charges from the Löwdin analysis, given in e for atoms 1 to 5:
1. C -0.08
2. C -0.48
3. C -0.73
4. S 0.07
5. N -0.03


No. 2
Entry from OMol25: C7H12N2O2S in the gas phase (the ωB97M-V functional and the def2-TZVPD basis).

The geometry in ORCA input format:
```
! RIJCOSX wB97M-V def2-TZVPD def2/J DEFGRID3
* xyz 0 1
C 0.65417 -0.86674 1.38109
C -1.31950 -0.70114 0.00842
C -0.71547 -1.53446 1.11106
C -0.33676 1.13100 0.80800
C -2.21978 -1.35113 -0.98898
C -0.22460 2.63099 0.86088
C 1.58228 0.43248 -1.89744
N 0.61228 0.56459 1.47619
N -1.24491 0.57080 -0.06593
O 1.51144 -1.14653 0.30278
O 3.67509 -0.70389 -0.58768
S 2.51793 0.05952 -0.22379
H 0.91325 -1.32110 2.41754
H -0.41087 -2.47401 0.87994
H -1.25551 -1.43236 1.95153
H -3.08651 -1.74832 -0.55843
H -1.60590 -2.01519 -1.52389
H -2.71497 -0.64227 -1.56889
H -1.08647 3.26046 1.16368
H -0.20857 3.04715 -0.11315
H 0.61980 2.99647 1.30639
H 0.55072 -0.05641 -1.65873
H 1.63007 1.46339 -1.89661
H 2.16279 -0.16329 -2.58398
*
```

Atom charges from the Löwdin analysis, given in e for atoms 1 to 5:
1. C -0.42
2. C -0.29
3. C -0.02
4. C -0.39
5. C 0.00


No. 3
Entry from OMol25: 7 unconnected molecules or ions with the total composition C40H59BrClN8O2P (the ωB97M-V functional and the def2-TZVPD basis).

The geometry in ORCA input format:
```
! RIJCOSX wB97M-V def2-TZVPD def2/J DEFGRID3
* xyz 0 1
C 8.12086 -2.98295 3.27104
C 9.40619 -2.97455 2.32131
Br 11.00374 -3.03336 3.56768
C 9.59122 -4.22575 1.33551
C 8.30954 -4.68950 0.49287
C 8.93185 -5.37170 -0.85767
N 9.44818 -5.88638 -1.82888
P 7.46790 -3.08940 -0.16374
C 8.79858 -1.88860 -0.85566
O 6.55036 -3.48824 -1.59238
C 7.30342 -5.75139 1.17358
Cl 7.96843 -6.52154 2.74921
C 7.24091 -7.04202 0.18450
N 6.96648 -7.90980 -0.59902
C 5.85844 -5.20761 1.59592
C 4.73940 -5.08055 0.47805
O 4.45412 -5.87295 -0.45312
C 3.76576 -3.77980 0.58774
C 3.55516 -2.74100 -0.54582
C 2.56734 -1.54925 -0.21773
C 1.82624 -1.42217 1.17361
C 2.01683 -2.49294 2.29326
C 2.99938 -3.67130 1.96976
H 7.23634 -2.56267 2.67053
H 7.90629 -3.96194 3.81567
H 8.32186 -2.19883 4.10428
H 9.46856 -1.94413 1.82999
H 10.15568 -5.08068 1.87794
H 10.36338 -3.87044 0.53968
H 9.79890 -1.95728 -0.31008
H 9.00200 -2.26611 -1.93730
H 8.38607 -0.82796 -0.97182
H 6.22895 -2.66589 -2.02388
H 5.92628 -4.19492 2.14373
H 5.45477 -5.94574 2.39729
H 4.10467 -2.81756 -1.54096
H 2.33630 -0.70384 -0.95941
H 1.12667 -0.54116 1.41746
H 1.52921 -2.46903 3.32727
H 3.17436 -4.44547 2.78928
C -1.72353 0.56603 -1.24033
C -2.36026 0.86881 0.11228
C -1.91844 2.21457 0.69088
C -0.42843 2.21723 0.89475
N 0.74762 2.21929 1.05574
H -0.63531 0.48995 -1.16602
H -2.08932 -0.38839 -1.62719
H -1.96534 1.34470 -1.97068
H -2.10795 0.06412 0.81080
H -3.44836 0.86895 0.00105
H -2.41110 2.38976 1.65011
H -2.19017 3.03102 0.01570
C -4.87610 4.98086 5.24196
C -3.42734 5.07574 4.77485
C -3.29498 5.11629 3.25068
C -3.86826 3.86093 2.65391
N -4.32122 2.86993 2.18279
H -5.35077 4.05731 4.89927
H -4.92405 4.98395 6.33359
H -5.46333 5.82782 4.87286
H -2.86961 4.22172 5.17293
H -2.97638 5.97890 5.19599
H -2.24215 5.19786 2.96642
H -3.82469 5.98181 2.84168
C -8.61600 5.94793 -0.20614
C -7.58919 5.14959 0.58928
C -7.40182 5.67225 2.01559
C -6.91846 7.09568 1.97865
N -6.53553 8.21829 1.94943
H -8.30767 6.98924 -0.33313
H -8.73681 5.52221 -1.20421
H -9.59204 5.93545 0.29041
H -6.63218 5.17353 0.05712
H -7.90783 4.10383 0.63160
H -6.66794 5.05942 2.54675
H -8.34457 5.62723 2.56799
C 9.75798 -10.82474 -2.53767
C 10.31729 -9.68606 -1.69158
C 11.75262 -9.31536 -2.07105
C 12.65768 -10.49959 -1.87040
N 13.37048 -11.43433 -1.71220
H 10.32774 -11.74763 -2.39941
H 8.72426 -11.03633 -2.25330
H 9.77269 -10.56679 -3.60129
H 10.27487 -9.97372 -0.63588
H 9.67796 -8.80632 -1.81039
H 12.10405 -8.48828 -1.44860
H 11.80391 -8.99835 -3.11637
C -5.19852 5.34774 -3.39031
C -5.91279 5.24148 -4.73372
C -6.89392 6.39031 -4.97875
C -7.95558 6.39110 -3.91454
N -8.79124 6.39171 -3.07298
H -5.90134 5.29328 -2.55453
H -4.48915 4.52490 -3.27136
H -4.64462 6.28865 -3.31390
H -6.44343 4.28485 -4.77844
H -5.16649 5.23309 -5.53362
H -7.36905 6.27691 -5.95668
H -6.37205 7.35123 -4.96485
C -13.92782 3.70938 -2.11372
C -13.35584 4.84834 -1.27608
C -11.91781 5.20554 -1.65937
C -11.02287 4.01558 -1.45286
N -10.31783 3.07554 -1.29043
H -13.36614 2.78249 -1.97103
H -14.96283 3.50873 -1.82569
H -13.91336 3.96047 -3.17892
H -13.39877 4.56699 -0.21871
H -13.98796 5.73274 -1.39959
H -11.55855 6.03312 -1.04235
H -11.86461 5.51596 -2.70646
*
```

Results
SMILES = C[C@@H](Br)C[C@](C#N)(P(C)O)[C@](Cl)(C#N)CC(=O)c1ccccc1.CCCC#N.CCCC#N.CCCC#N.CCCC#N.CCCC#N.CCCC#N

Atom charges from the Löwdin analysis, given in e for atoms 1 to 5:
1. C -0.19
2. C -0.69
3. Br 0.62
4. C -0.28
5. C -0.46


No. 4
Entry from OMol25: CH2N2O3S in the gas phase (the ωB97M-V functional and the def2-TZVPD basis).

The geometry in ORCA input format:
```
! RIJCOSX wB97M-V def2-TZVPD def2/J DEFGRID3
* xyz 0 1
C -2.47338 -1.01087 -0.11408
N -0.48713 0.28188 0.11708
N -1.44170 -0.47885 0.09669
O 1.71707 0.39534 1.36410
O 1.50954 -1.14338 -0.56705
O 1.53927 1.28730 -0.90573
S 1.19275 0.08482 0.07740
H -3.32435 -1.46634 0.30348
H 1.76793 2.05009 -0.37188
*
```

Atom charges from the Löwdin analysis, given in e for atoms 1 to 5:
1. C 0.17
2. N -0.08
3. N -0.14
4. O -0.27
5. O -0.26


No. 5
Entry from OMol25: a molecular structure, C2H7N3S2 (the ωB97M-V functional and the def2-TZVPD basis).

The geometry in ORCA input format:
```
! RIJCOSX wB97M-V def2-TZVPD def2/J DEFGRID3
* xyz 0 1
C 2.31312 -0.46991 0.03574
C -0.09499 -0.52698 -0.10370
H 3.10690 -0.73067 -1.20320
H 2.06157 0.88717 0.13491
H 3.03057 -0.90108 1.05430
H -1.07471 -1.83242 -1.12855
H -3.41044 0.30432 -0.33213
H 0.38502 0.90206 1.55627
H -2.12539 2.34003 0.53021
N 1.00237 -1.10873 -0.08120
N -1.32760 -0.99573 -0.74083
N -0.19698 0.86996 0.34696
S -2.74130 -0.94029 0.21388
S -0.92813 2.20228 -0.28265
*
```

Atom charges from the Löwdin analysis, given in e for atoms 1 to 5:
1. C -0.22
2. C -0.58
3. H 0.16
4. H 0.12
5. H 0.11


For reference, HOMO level by record: -0.0912 -0.3166 -0.3315 -0.3604 -0.3265 Eh.